Record 1
11 unconnected molecules or ions with the total composition C4H30NO11, computed with ωB97M-V/def2-TZVPD.

```
46
Properties=species:S:1:pos:R:3:forces:R:3:nbo_charge:R:1
O -0.611985 -2.098147 -1.695266 -0.13 -0.01 0.27 -0.5595
C -0.912028 -1.006589 -1.266932 0.95 -0.47 -1.34 0.4553
C 0.047911 -0.302353 -0.337231 0.33 -0.27 1.04 -0.3473
N 1.403373 -0.941156 -0.377647 -0.88 -1.34 -0.77 -0.5574
C 1.573861 -2.063324 0.576170 -0.69 -0.82 0.50 -0.2343
C 1.934340 -1.648582 1.978227 -0.63 -0.65 1.24 -0.6558
H -1.782978 -0.484606 -1.666561 -0.15 0.17 0.55 0.1847
H 0.138989 0.765404 -0.465501 -0.13 0.11 -0.35 0.2498
H -0.307301 -0.492796 0.672150 -0.37 0.25 0.21 0.2572
H 2.144314 -0.252219 -0.287786 0.28 0.70 -0.16 0.4725
H 1.839423 -2.928567 -3.058807 0.25 0.40 -0.20 0.5112
H 2.213850 -2.837830 0.149314 0.57 0.56 -0.02 0.2366
H 0.627747 -2.602520 0.606978 -0.26 0.40 -0.11 0.2231
H 1.425011 -0.762932 2.369667 0.33 0.33 -0.57 0.2259
H 2.975637 -1.681537 2.252732 0.50 0.55 -0.38 0.2352
H 1.511547 -2.387067 2.662739 -0.02 -0.35 -0.14 0.2344
H 0.607155 3.710311 -2.030129 0.05 -0.18 0.15 0.5016
H 0.024982 3.140818 -0.688290 0.06 0.19 -0.37 0.5198
O 0.561760 2.911696 -1.487148 -0.23 -0.02 0.11 -1.0120
H -1.718507 3.703510 3.900140 0.09 0.33 -0.29 0.4851
H -2.247082 2.369270 3.520635 -0.19 0.04 -0.10 0.5059
O -2.026733 3.229327 3.118781 0.04 -0.43 0.24 -0.9858
H -1.382488 4.503707 0.507725 -0.10 0.39 -0.13 0.4891
H -1.242779 3.301188 1.416411 0.42 0.40 0.28 0.5130
O -0.790407 3.773149 0.685912 -0.32 -0.62 0.16 -0.9819
H 1.483284 -1.426302 -1.292198 0.38 0.60 -0.39 0.4905
H 2.739798 -1.778590 -3.573809 0.14 0.03 -0.09 0.4883
O 2.327511 -2.116790 -2.777673 -0.28 -0.32 0.27 -0.9996
H -3.666748 0.923812 5.006011 -0.03 -0.08 -0.35 0.4858
H -2.563883 1.473233 5.846130 0.23 -0.12 -0.66 0.4871
O -2.744262 1.195810 4.925522 -0.21 0.09 1.04 -0.9571
H -1.464568 -3.234813 1.798130 0.13 0.26 -0.23 0.4764
H -2.680611 -2.377622 1.747789 0.04 0.29 -0.20 0.4822
O -1.768475 -2.391109 1.426852 -0.18 -0.53 0.47 -0.9535
H 0.160078 -4.083285 -4.231749 0.28 0.03 -0.80 0.4860
H 0.296197 -4.192404 -2.804547 0.87 -0.29 -0.28 0.4840
O 0.867321 -4.274754 -3.607051 -1.35 0.19 1.21 -0.9334
H 1.156393 0.522764 -3.815289 0.19 -0.12 -0.14 0.4656
H 0.279018 1.425669 -2.978929 -0.12 0.21 -0.03 0.4810
O 0.250676 0.826225 -3.736618 -0.11 -0.03 0.35 -0.9472
H -2.427439 2.054230 0.041630 -0.17 0.04 -0.22 0.4777
H -3.512252 1.543972 -0.943342 0.32 0.06 0.16 0.4872
O -2.585084 1.436842 -0.683040 -0.20 -0.01 0.07 -0.9613
H 3.275650 1.991264 0.011105 -0.22 0.46 -0.04 0.4950
H 1.895299 2.044737 -0.850525 0.65 0.57 0.16 0.5119
O 2.674465 1.518976 -0.564702 -0.14 -0.99 -0.12 -1.0129
```
Positions in Å, forces in eV/Å.

Calculated values
Kohn-Sham gap   10.757 eV
E_HOMO   -13.11 eV
Charge   +1
Lowest unoccupied orbital energy   -2.36 eV

Record 2
A molecular structure, C18H21N2O5SV, computed with ωB97M-V/def2-TZVPD.

```
48
Properties=species:S:1:pos:R:3:forces:R:3:mulliken_spin:R:1
V 1.212332 -0.377340 -0.036290 0.41 0.30 0.43 2.7087
C 1.776355 2.929465 -0.089416 -0.05 0.02 -0.04 0.0135
C 2.804062 2.130893 -0.619491 0.02 -0.02 -0.05 -0.0517
C 3.090109 1.105473 0.306963 0.01 -0.18 -0.05 0.0642
C 2.202852 1.252194 1.410142 0.14 0.17 -0.01 0.0242
C 1.390875 2.369100 1.142304 -0.06 0.00 0.09 -0.0213
H 1.340844 3.804005 -0.556781 0.00 0.00 0.00 -0.0022
H 3.320939 2.292858 -1.556113 -0.01 -0.01 -0.01 -0.0119
H 3.898664 0.389180 0.239686 0.00 0.01 0.02 0.0131
H 2.198157 0.645612 2.305374 -0.01 0.01 0.01 0.0008
H 0.618822 2.744381 1.801085 0.00 0.00 -0.01 -0.0009
N -0.123438 0.802529 -1.293965 -0.07 0.06 -0.36 0.0186
C -0.279928 0.173521 -2.578589 -0.07 0.04 0.03 -0.0253
C -0.950426 0.741251 -3.629395 0.04 -0.10 -0.03 0.0351
C -1.156630 0.004187 -4.812892 -0.03 0.08 0.00 -0.0237
C -0.731479 -1.290809 -4.912261 0.03 -0.09 -0.02 0.0218
C -0.036839 -1.905200 -3.844187 0.05 0.19 -0.08 -0.0240
C 0.391772 -3.254300 -3.849890 0.00 -0.01 0.06 0.1501
C 1.037823 -3.738629 -2.747400 0.14 -0.09 -0.03 -0.0598
C 1.318956 -2.898714 -1.657646 -0.06 -0.13 0.07 0.1641
N 0.937948 -1.629068 -1.619864 -0.15 -0.21 -0.18 -0.0269
C 0.233822 -1.138461 -2.696514 -0.17 0.06 0.11 0.0348
H 0.222166 1.757837 -1.373737 0.03 -0.03 0.09 0.0067
H -1.043762 0.813903 -0.835956 0.02 -0.03 0.11 -0.0368
H -1.347510 1.743812 -3.533586 0.00 0.01 0.02 0.0039
H -1.686639 0.463441 -5.637883 0.00 0.00 0.00 -0.0010
H -0.926800 -1.866475 -5.809507 0.01 -0.01 0.00 0.0003
H 0.181042 -3.881816 -4.706739 0.00 -0.01 -0.01 0.0141
H 1.349931 -4.773102 -2.693793 0.02 0.01 0.00 -0.0032
H 1.827476 -3.255390 -0.770106 -0.01 -0.01 -0.01 0.0066
O 2.084620 -1.897626 1.148205 -0.19 0.15 -0.10 0.0034
S 0.800834 -2.142939 1.935185 0.03 0.11 -0.11 0.0060
O 0.970448 -1.811306 3.332581 -0.03 -0.04 0.03 0.0012
O -0.124727 -1.094619 1.267730 -0.05 -0.29 0.05 -0.0179
O 0.288852 -3.474120 1.673691 -0.01 -0.04 -0.01 -0.0002
C -3.436029 -0.343100 2.113033 -0.02 0.01 0.00 -0.0001
C -2.444052 0.771085 2.441817 0.04 0.00 -0.02 -0.0062
C -2.478179 1.584839 1.158970 -0.02 0.00 -0.02 0.0058
O -2.673994 0.638428 0.095991 -0.05 0.05 0.09 0.0006
C -3.108087 -0.624368 0.654100 0.05 0.00 -0.06 0.0015
H -4.464398 0.015399 2.220063 0.00 -0.02 0.01 0.0000
H -3.303368 -1.228209 2.733483 0.02 0.00 0.00 -0.0002
H -1.450247 0.346492 2.581508 0.00 0.00 0.02 0.0074
H -2.720746 1.358356 3.317627 -0.02 0.01 -0.01 0.0001
H -1.550814 2.129085 0.969312 0.01 -0.01 0.01 0.0035
H -3.314312 2.295905 1.153976 0.02 0.00 0.00 -0.0001
H -2.285724 -1.336577 0.588340 -0.01 0.01 -0.07 0.0030
H -3.962236 -0.967620 0.067619 -0.01 0.00 0.02 0.0001
```
Positions in Å, forces in eV/Å.

Calculated values
Kohn-Sham gap (spin up / spin down)   5.324 / 7.027 eV
Spin multiplicity   4
E_HOMO (spin up / spin down)   -3.09 / -4.74 eV
Expectation value of S²   3.78
Charge   -1
Lowest unoccupied orbital energy (spin up / spin down)   2.24 / 2.29 eV

Record 3
2 unconnected molecules or ions with the total composition C2H2BrF3O, computed with ωB97M-V/def2-TZVPD.

```
9
Properties=species:S:1:pos:R:3:forces:R:3:mulliken_spin:R:1
C 0.067822 0.029896 -0.540728 -0.32 0.82 -0.83 0.8136
C -0.711412 -0.449510 0.641794 1.91 -0.43 0.72 -0.0080
O 0.002489 1.374180 -0.699323 1.15 2.51 -1.80 0.1465
F -0.043106 -0.256673 1.903101 -1.04 0.23 -1.99 0.0204
F -1.893099 0.110694 0.708665 -0.77 0.51 0.65 0.0182
F -0.864617 -1.771628 0.566569 -0.08 -0.28 -0.10 0.0059
Br 2.818044 -0.380532 0.356597 0.56 -0.05 0.23 1.0144
H 0.167545 -0.581396 -1.428514 0.01 -0.26 0.30 -0.0038
H 0.456334 1.924969 -1.508162 -1.43 -3.05 2.83 -0.0071
```
Positions in Å, forces in eV/Å.

Calculated values
Kohn-Sham gap (spin up / spin down)   8.448 / 7.241 eV
Spin multiplicity   3
E_HOMO (spin up / spin down)   -8.22 / -10.92 eV
Expectation value of S²   2.01
Lowest unoccupied orbital energy (spin up / spin down)   0.23 / -3.68 eV

Record 4
A molecular structure, CH3Cl2FSi, computed with ωB97M-V/def2-TZVPD.

```
8
Properties=species:S:1:pos:R:3:forces:R:3:nbo_charge:R:1
C 0.602980 -0.017370 -0.814391 -0.62 -3.32 -2.29 -0.3969
F 1.777897 -0.736848 -0.543316 -0.08 -0.40 0.74 -0.3739
Si -0.556731 0.093949 0.684969 1.61 -3.71 1.80 1.1937
Cl -2.461477 -0.042719 0.270769 -2.03 0.48 -0.89 -0.3395
Cl -0.001127 1.720596 1.686008 0.12 0.88 0.55 -0.3372
H 0.998919 0.836960 -1.219152 0.34 2.97 -0.39 0.2027
H 0.213979 -0.515492 -1.817541 -0.06 0.63 2.27 0.2010
H -0.574440 -1.339076 1.752654 0.72 2.47 -1.80 -0.1498
```
Positions in Å, forces in eV/Å.

Calculated values
Kohn-Sham gap   11.271 eV
E_HOMO   -10.66 eV
Lowest unoccupied orbital energy   0.61 eV

Record 5
A molecular structure, C27H28ClIN4Se2SrTe2, computed with ωB97M-V/def2-TZVPD.

```
66
Properties=species:S:1:pos:R:3:forces:R:3:nbo_charge:R:1
Sr -0.005257 -0.795017 0.528490 0.11 0.06 0.17 1.7250
N -1.608509 0.817032 2.002087 -0.07 0.10 -0.11 -0.9539
C -1.182394 2.106842 2.547342 0.01 -0.04 -0.02 -0.2092
C -0.095053 1.930738 3.601430 -0.01 0.00 0.00 -0.4183
C 1.250004 1.422070 3.092210 0.01 -0.01 0.02 -0.2202
N 1.237503 -0.016978 2.801772 0.01 0.06 -0.01 -0.9071
H -2.470481 0.924179 1.473223 0.00 0.03 0.01 0.3807
H -1.833379 0.185112 2.777358 0.01 -0.03 0.04 0.4103
H -2.019219 2.648446 3.007933 0.00 0.01 -0.01 0.1668
H -0.807503 2.732049 1.729500 0.01 0.01 0.01 0.1878
H -0.466769 1.257745 4.382475 0.01 0.01 0.00 0.2175
H 0.073550 2.902997 4.074436 0.00 0.01 -0.01 0.1972
H 2.018192 1.673209 3.836096 0.00 0.00 0.00 0.1582
H 1.509706 1.946193 2.169362 0.00 0.01 0.00 0.2020
H 0.864322 -0.545280 3.588231 -0.08 -0.02 -0.06 0.3970
H 2.176950 -0.353343 2.618168 0.01 0.00 0.07 0.3726
Se -1.824653 -1.764032 4.266426 0.08 -0.13 0.05 -0.8503
Te -2.634669 -2.760199 2.106144 0.00 0.02 -0.01 -0.0516
Te -4.998081 -1.348727 1.894401 -0.05 -0.01 0.15 -0.0310
Se -6.094091 -2.505969 -0.035254 0.05 0.09 -0.02 -0.8347
I 1.040649 -3.620935 2.649278 0.04 0.00 0.00 0.1563
C 2.317985 -4.445365 1.195758 0.00 -0.01 -0.03 -0.1014
C 3.149475 -5.463489 1.572811 -0.02 0.01 0.03 -0.2924
C 3.995004 -6.070717 0.619945 0.00 0.00 -0.01 -0.2294
C 3.971298 -5.647675 -0.676519 0.00 0.00 0.01 -0.2292
C 3.111181 -4.596963 -1.083779 0.00 -0.01 0.01 0.0190
C 3.083156 -4.174303 -2.435552 0.01 0.00 0.00 -0.2564
C 2.249979 -3.161512 -2.811014 -0.01 -0.01 0.00 -0.2136
C 1.429525 -2.528237 -1.847737 -0.02 -0.01 -0.03 -0.3106
C 1.388342 -2.868330 -0.508502 0.03 0.01 -0.05 -0.4357
C 2.256917 -3.949060 -0.141598 -0.05 0.01 -0.02 -0.1842
H 3.156020 -5.809668 2.598308 0.00 0.00 0.00 0.2098
H 4.653237 -6.875950 0.925981 0.00 0.00 0.00 0.1950
H 4.610173 -6.113148 -1.420734 0.00 0.00 0.00 0.1905
H 3.730303 -4.668092 -3.153589 0.00 0.00 0.00 0.1849
H 2.223903 -2.835475 -3.846551 0.00 0.00 0.00 0.1920
H 0.805824 -1.709858 -2.221145 0.01 0.01 0.00 0.1763
Cl 0.411936 5.711840 -3.620592 0.00 0.01 0.00 -0.0852
C 0.917846 4.311093 -2.685831 -0.01 0.00 0.04 -0.1285
C 0.969928 3.055158 -3.278562 -0.08 -0.01 0.03 -0.2410
C 1.355654 1.956035 -2.541247 -0.03 -0.01 0.03 -0.2207
C 1.717202 2.037546 -1.164438 0.11 0.05 -0.04 -0.0131
C 2.083526 0.896286 -0.407729 -0.03 -0.02 -0.03 -0.9073
C 1.663094 3.351434 -0.616269 -0.02 -0.03 0.01 -0.2889
C 1.268823 4.453513 -1.352114 -0.01 0.00 -0.02 -0.2330
H 0.691312 2.942174 -4.319376 0.01 0.00 0.00 0.2075
H 1.378948 0.983359 -3.021011 0.00 0.00 0.00 0.1945
H 2.677578 1.087833 0.485172 -0.02 -0.01 0.01 0.1770
H 2.436408 0.040411 -0.982071 0.01 0.00 0.01 0.2028
H 1.948417 3.494668 0.420895 -0.01 -0.01 0.01 0.1914
H 1.236616 5.433779 -0.890854 0.00 0.00 0.00 0.2047
N -4.081593 -0.254318 -1.338201 -0.09 0.02 0.04 -0.5601
C -2.857971 -0.803178 -1.223267 0.03 -0.04 -0.04 0.2451
N -1.875390 0.068623 -1.157233 -0.13 -0.06 -0.03 -0.6118
C -2.515218 1.304745 -1.193028 0.06 0.01 0.02 0.1521
C -1.986928 2.591247 -1.097753 -0.04 -0.02 -0.06 -0.2362
C -2.873647 3.650004 -1.121710 0.00 0.00 0.00 -0.2307
C -4.259641 3.443685 -1.223585 0.00 0.02 0.01 -0.2305
C -4.797813 2.173750 -1.306442 0.02 -0.03 0.01 -0.2366
C -3.900161 1.109604 -1.291996 -0.02 0.01 0.02 0.0911
H -4.940549 -0.797678 -1.122248 0.09 -0.04 -0.16 0.4599
H -2.734432 -1.875250 -1.167906 -0.04 -0.01 -0.02 0.2219
H -0.921466 2.748051 -1.008575 0.10 0.02 -0.03 0.2449
H -2.488339 4.660756 -1.062994 -0.01 0.00 0.00 0.2078
H -4.921963 4.301193 -1.227167 0.00 0.00 0.00 0.1977
H -5.865320 2.005335 -1.361058 0.00 0.01 0.00 0.2159
```
Positions in Å, forces in eV/Å.

Calculated values
Kohn-Sham gap   5.361 eV
E_HOMO   -1.41 eV
Charge   -2
Lowest unoccupied orbital energy   3.95 eV

Record 6
2 unconnected molecules or ions with the total composition C4H12, computed with ωB97M-V/def2-TZVPD.

```
16
Properties=species:S:1:pos:R:3:forces:R:3:mulliken_spin:R:1
C -0.178567 -0.445874 -2.870664 -1.75 -0.73 1.31 0.9230
C -0.419393 -0.592130 -1.264775 -1.39 -1.71 -2.36 1.4798
H -1.207280 -0.681303 -3.265657 0.85 0.24 0.02 -0.2332
H 0.054095 0.560142 -3.186763 0.07 0.44 0.20 -0.3522
H 0.492629 -1.112775 -3.427101 0.11 -0.11 0.75 -0.4135
H 0.390375 -0.427240 -0.596887 0.62 1.11 0.19 -0.2703
H -0.609837 -1.675879 -1.013211 -0.06 0.63 -0.66 -0.0009
H -1.430299 -0.111174 -1.043441 1.63 -0.07 -0.04 -0.2574
C 0.931714 0.836437 2.325609 2.28 0.10 2.86 0.9778
C -0.307322 0.268964 1.789410 -1.56 -1.05 -1.73 0.5426
H 1.705277 0.928684 1.631632 1.13 0.34 -1.66 -0.2905
H 0.893776 1.808675 2.841094 -0.37 -0.13 -0.27 -0.2309
H 1.501546 0.155655 3.091658 -1.46 0.84 -0.96 -0.0996
H -1.090871 0.406150 2.498637 -1.03 0.64 0.37 -0.6685
H -0.188957 -0.822335 1.905205 -0.11 0.03 -1.05 -0.0733
H -0.669045 0.567020 0.687357 1.03 -0.56 3.03 -0.0329
```
Positions in Å, forces in eV/Å.

Calculated values
Kohn-Sham gap (spin up / spin down)   2.808 / 11.750 eV
Spin multiplicity   2
E_HOMO (spin up / spin down)   1.49 / -7.32 eV
Expectation value of S²   0.75
Charge   -1
Lowest unoccupied orbital energy (spin up / spin down)   4.29 / 4.43 eV

Record 7
2 unconnected molecules or ions with the total composition C5H9NSi, computed with ωB97M-V/def2-TZVPD.

```
16
Properties=species:S:1:pos:R:3:forces:R:3:nbo_charge:R:1
C 1.130344 -0.180297 0.892470 2.21 0.74 -1.33 -0.2495
C 0.565106 -1.163011 1.541563 -1.94 -1.52 3.51 -0.1893
C 0.136676 0.848303 0.573711 -0.62 1.01 0.77 -0.2456
C -0.895066 -0.744976 1.914443 1.00 -1.64 -0.11 -0.5064
C -1.018398 0.525531 1.213127 0.50 0.45 -2.41 -0.1852
N 0.057389 1.627957 -2.616279 1.06 1.02 -1.81 -1.2780
Si 0.159364 0.067522 -2.914973 -0.80 -0.13 2.68 1.3712
H 2.232621 -0.187576 0.691571 -1.25 0.31 -0.18 0.2192
H 1.010401 -2.022790 2.093458 -0.12 0.75 -0.95 0.2104
H -1.584689 -1.617383 1.798041 0.07 1.03 -0.39 0.2376
H -1.046676 -0.409221 2.941315 0.61 -0.57 0.66 0.2499
H -1.918486 1.079251 1.085157 -0.55 0.36 0.22 0.2114
H 0.500166 2.045217 -3.480538 -0.76 0.24 1.03 0.3601
H 0.278902 1.798407 0.025282 0.09 -0.92 0.29 0.2453
H 0.511429 -0.800304 -3.909575 0.89 -0.97 -2.60 -0.2311
H -0.119083 -0.866632 -1.848774 -0.39 -0.15 0.62 -0.2201
```
Positions in Å, forces in eV/Å.

Calculated values
SMILES   C1=CCC=C1.N=[SiH2]
Kohn-Sham gap   8.557 eV
E_HOMO   -8.42 eV
Lowest unoccupied orbital energy   0.14 eV

Relative energy (zero: lowest compared OMol25 entry of this formula, charge and spin) / kcal/mol: 13.94 0.00 0.00 94.24 0.00 30.89 63.73
Largest force on an atom / eV/A: 1.82 0.67 4.40 4.43 0.21 3.66 4.29